{
  "formula": "C3H7O3",
  "method": "the ωB97M-V functional and the def2-TZVPD basis",
  "charge": -1,
  "de_lowest_ev": 0.596,
  "species": ["H", "C", "H", "H", "H", "O", "C", "O", "H", "H", "C", "H", "O"],
  "coordinates": [[1.0406, 2.1320, 1.9286], [0.7964, 0.5771, 0.5206], [-0.4257, -0.1624, -1.5219], [-1.1389, -2.1687, -0.4205], [2.2771, 0.8451, 2.0552], [0.6547, -0.5869, 0.9381], [-1.7696, -1.5593, -1.0616], [0.2470, 1.1241, -0.4752], [2.3823, 2.0757, 0.7472], [-2.5369, -2.0595, -1.6516], [1.7184, 1.4794, 1.3727], [-2.2997, -0.8262, -0.4381], [-0.9457, -0.8703, -1.9936]],
  "atomic_forces_ev_per_a": [[0.240, 0.160, 0.086], [0.149, 0.101, 0.198], [-0.397, -0.335, 0.195], [-0.323, -0.468, 0.126], [0.105, 0.121, 0.127], [-0.138, -0.159, -0.188], [0.424, 1.487, -0.404], [0.080, -0.207, -0.098], [-0.051, 0.088, 0.034], [0.138, -0.569, 0.144], [-0.367, -0.215, -0.228], [0.061, -0.154, 0.197], [0.077, 0.149, -0.189]],
  "lowdin_charge": [0.06, -0.77, 0.03, 0.06, 0.05, -0.07, -0.20, -0.10, 0.05, 0.06, -0.05, 0.07, -0.18]
}

=====

{
  "formula": "C25H23F2",
  "method": "the ωB97M-V functional and the def2-TZVPD basis",
  "charge": 1,
  "species": ["F", "H", "H", "C", "C", "H", "C", "C", "H", "H", "C", "H", "H", "H", "H", "H", "C", "H", "H", "C", "C", "H", "C", "C", "C", "H", "C", "C", "H", "H", "H", "C", "C", "C", "H", "C", "C", "H", "C", "F", "H", "C", "C", "C", "C", "H", "H", "C", "H", "C"],
  "coordinates": [[-4.4982, -2.7345, 1.0984], [-1.3572, 0.6971, 4.0244], [-2.1476, -2.2227, 1.9862], [-0.1340, -0.8403, 3.4133], [-4.4732, 0.8416, 1.6213], [-6.3768, 3.6811, 6.3508], [-0.4884, 1.7997, 6.2793], [-1.1335, 0.2071, 3.1331], [-6.9284, -1.2062, 1.4549], [-1.5146, -2.5206, 3.7372], [-5.3666, 3.3569, 6.1339], [-6.7864, 0.2956, 0.5188], [-2.7901, 1.9996, 2.2492], [-6.2509, -1.2194, -0.1854], [3.2436, -1.1529, 3.8371], [2.9676, -4.5234, 3.3593], [-4.9316, -0.4378, 1.2892], [-5.1031, 1.7216, 1.4507], [1.5103, 0.5381, 3.4160], [-6.2934, -0.6516, 0.7476], [2.8713, -3.8451, 4.2204], [0.5228, 1.5248, 6.0195], [-2.7676, 2.5398, 5.5115], [-0.4806, -2.1641, 3.6961], [-2.3402, -0.0727, 2.3363], [-0.2051, 1.6552, 8.3670], [0.5092, -3.1048, 3.9465], [2.1990, -1.4431, 3.8077], [-4.9090, 2.7245, 8.1350], [2.6042, -4.4523, 5.0950], [-0.9381, 2.8756, 4.4409], [-3.5993, 3.1494, 4.5199], [-3.2567, 2.3652, 6.8249], [-2.7640, -1.3386, 1.9594], [-2.4494, 2.5992, 8.7278], [1.2186, -0.5012, 3.5179], [-0.9093, 1.7760, 7.5793], [-0.5890, 0.9688, 2.5867], [-4.5520, 2.7780, 7.1084], [0.1683, -4.4365, 4.0792], [-2.7458, 0.9543, 8.2986], [-4.9011, 3.5232, 4.8198], [-3.1746, 1.0072, 2.0637], [-4.0635, -1.5003, 1.5019], [-1.3738, 2.3490, 5.3335], [-3.1563, 3.3266, 3.5354], [3.8592, -3.4060, 4.3664], [-2.3340, 1.8877, 7.9152], [-5.4812, 4.0054, 4.0264], [1.8620, -2.7899, 3.9830]],
  "atomic_forces_ev_per_a": [[0.494, 0.725, 0.482], [-0.973, 0.620, 1.801], [0.020, 0.110, 0.090], [0.743, -1.273, 0.744], [0.264, -0.151, -0.581], [0.102, -0.009, 0.278], [-0.124, 0.131, 0.854], [1.624, 0.022, -2.121], [0.178, 0.086, -0.255], [0.518, 0.256, 0.019], [0.306, -0.399, -0.377], [0.089, -0.048, 0.119], [-0.010, 0.000, -0.034], [-0.063, -0.073, 0.138], [-0.080, 0.001, 0.078], [-0.202, 0.124, 0.238], [0.018, 0.419, 0.610], [0.144, -0.431, 0.001], [0.030, 0.024, -0.264], [-0.737, -0.228, -0.268], [0.608, -0.614, -0.001], [0.148, 0.425, -0.093], [0.218, 0.597, 0.238], [-0.227, -0.744, 0.274], [-1.066, -0.377, -0.062], [0.435, -0.376, 0.557], [0.049, -0.441, -0.345], [-0.471, -0.328, -0.187], [-0.022, -0.084, -0.183], [0.152, 0.100, -0.236], [-0.330, -1.071, 0.648], [0.264, -0.008, 0.227], [-0.142, -0.099, -0.115], [-0.737, -0.505, -0.155], [0.000, 0.053, 0.477], [0.007, 0.031, 0.137], [-0.548, -0.720, -1.373], [0.264, 0.435, -0.232], [-0.376, 0.198, 0.221], [0.095, 1.365, 0.064], [0.274, -0.378, 0.213], [0.979, -0.005, -0.450], [-0.177, 0.056, 0.388], [-0.070, 0.042, -0.992], [-0.256, 1.108, -1.317], [-0.379, 0.051, 0.466], [-0.076, -0.019, 0.139], [-0.602, 1.191, -0.420], [-0.013, -0.247, 0.538], [-0.341, 0.455, 0.021]],
  "lowdin_charge": [0.07, 0.06, 0.11, -0.21, -0.02, 0.12, -0.02, -0.12, 0.10, 0.12, 0.00, 0.08, 0.09, 0.09, 0.12, 0.10, -0.21, 0.12, 0.11, -0.04, -0.04, 0.12, -0.15, 0.03, -0.19, 0.13, -0.19, -0.02, 0.13, 0.09, 0.17, 0.01, -0.12, 0.05, 0.15, -0.05, 0.04, 0.13, 0.00, 0.05, 0.17, -0.03, -0.06, -0.19, 0.06, 0.11, 0.08, -0.09, 0.13, -0.22]
}

=====

{
  "formula": "C5H4ClO3",
  "method": "the ωB97M-V functional and the def2-TZVPD basis",
  "smiles": "O=C1C(O)=C([O-])C[C@H]1Cl",
  "charge": -1,
  "de_lowest_ev": 0.000,
  "species": ["H", "C", "O", "H", "C", "C", "Cl", "C", "H", "C", "O", "H", "O"],
  "coordinates": [[-0.5718, 2.3234, -0.2274], [-1.1369, 0.2750, 0.4001], [1.9881, 1.4953, -0.3146], [1.6684, -2.2012, 0.4625], [1.0734, 0.6937, -0.3310], [0.9482, -0.6561, -0.0055], [-2.8015, 0.0443, -0.2234], [-0.3584, 1.2507, -0.4151], [-1.2785, 0.6207, 1.4543], [-0.3104, -1.1184, 0.3091], [2.0777, -1.5121, -0.0788], [-0.5230, 1.0218, -1.5154], [-0.7754, -2.2370, 0.4851]],
  "atomic_forces_ev_per_a": [[0.645, -0.684, 0.077], [-0.271, -1.217, 0.700], [1.888, 0.117, -0.871], [0.802, -0.823, -0.148], [-1.711, 1.841, 2.313], [2.138, -0.804, -0.943], [-0.573, -0.076, -0.059], [-0.200, -0.548, -2.099], [0.261, -0.404, -0.797], [-1.075, 2.555, -0.481], [-1.350, 0.106, 0.694], [-0.570, 0.600, 1.068], [0.018, -0.663, 0.546]],
  "lowdin_charge": [0.12, -0.62, 0.01, 0.07, -0.45, -0.25, 0.53, -0.18, 0.11, -0.46, 0.01, 0.13, -0.03]
}

=====

{
  "formula": "C4H5NO",
  "method": "the ωB97M-V functional and the def2-TZVPD basis",
  "smiles": "C=C=C=C=N.O",
  "de_lowest_ev": 4.006,
  "species": ["N", "H", "H", "C", "O", "H", "C", "H", "C", "H", "C"],
  "coordinates": [[-1.1053, -2.5479, -0.8108], [-1.9359, -2.9797, -1.2638], [1.9284, -0.1819, 2.4787], [-0.1955, 1.0684, -0.8032], [1.1091, -0.4742, 2.0932], [-0.5233, 2.9349, -0.1431], [-0.6546, -0.0922, -0.9668], [1.0676, 2.8197, -1.1893], [-0.8770, -1.3395, -0.8795], [0.9832, -1.4750, 2.2508], [0.2033, 2.2675, -0.7662]],
  "atomic_forces_ev_per_a": [[-0.516, 0.472, 0.234], [1.020, 0.672, 0.050], [0.475, -0.290, 0.324], [0.133, -1.215, -0.994], [-1.178, -2.303, -0.109], [1.536, -0.998, -0.911], [0.062, -0.698, 0.152], [-0.729, -0.995, 0.074], [-0.952, -1.900, -0.240], [0.687, 2.590, -0.235], [-0.538, 4.664, 1.656]],
  "lowdin_charge": [0.12, 0.09, 0.01, -0.16, -0.09, 0.11, -0.04, 0.07, -0.19, 0.09, -0.01]
}

=====

Number 1: gap between HOMO and LUMO 8.77 eV, E_HOMO -4.42 eV. Number 2: gap between HOMO and LUMO 5.32 eV, E_HOMO -11.12 eV. Number 3: gap between HOMO and LUMO 7.14 eV, E_HOMO -3.52 eV. Number 4: gap between HOMO and LUMO 8.41 eV, E_HOMO -8.20 eV.